Entry 1:
13
Properties=species:S:1:pos:R:3 method="wB97M-V/def2-TZVPD" charge=0 homo_energy_ev=-8.709 orbital_gap_ev=9.757 e_lumo_ev=1.048 multiplicity=1
F -1.69 -1.43 0.00
H 0.08 -2.39 -0.06
H -1.88 0.97 0.97
H 2.31 -1.20 -0.22
C 0.37 -0.29 -0.02
O -0.07 0.97 -0.05
H -1.94 0.81 -0.88
H 2.10 0.54 -0.72
C 1.85 -0.22 0.01
C -0.34 -1.39 -0.03
H 2.12 0.07 1.01
C -1.41 1.23 0.00
H -1.52 2.32 0.00


Entry 2:
25
Properties=species:S:1:pos:R:3 method="wB97M-V/def2-TZVPD" charge=0 homo_energy_ev="-5.042 / -8.359" orbital_gap_ev="5.198 / 6.303" e_lumo_ev="0.156 / -2.056" multiplicity=5 s_squared=6.036
N -6.59 -0.44 -0.14
H -1.68 0.58 2.90
C 4.22 -1.02 0.35
C 3.66 -2.30 0.08
C -2.93 1.35 1.23
C -5.38 -0.35 -0.11
H -0.59 2.64 -0.76
C 3.72 -1.12 -1.88
H 3.61 -0.85 -2.92
H 2.92 -3.20 -1.82
C 3.36 -2.36 -1.30
C -1.75 1.10 1.96
S -3.64 -0.16 0.06
H 4.62 0.71 -0.99
Pd -1.50 -0.10 -0.02
C -1.17 2.18 0.02
C -2.57 2.02 0.03
Cl -3.16 -1.13 -1.40
C -0.66 1.62 1.22
H -3.25 2.29 -0.76
H 3.51 -3.09 0.80
C 4.25 -0.30 -0.86
H 0.38 1.56 1.49
H 4.55 -0.67 1.31
H -3.92 1.03 1.50


Entry 3:
17
Properties=species:S:1:pos:R:3 method="wB97M-V/def2-TZVPD" charge=+1 homo_energy_ev="-11.721 / -11.722" orbital_gap_ev="5.584 / 5.586" smiles="C[C@H](N=C=CO)ON=[NH2+]" e_lumo_ev="-6.137 / -6.135" multiplicity=1
C -0.20 1.25 1.70
H -0.35 -0.80 2.28
H 2.37 -2.99 -1.51
N -2.05 -0.17 -1.61
N 1.21 -0.49 0.81
N -1.38 0.28 -0.64
C 1.79 -0.81 -0.20
O 2.75 -2.22 -1.87
H -2.65 -1.04 -1.72
C -0.05 -0.20 1.28
C 2.29 -1.03 -1.43
H 2.55 -0.15 -2.11
H -2.12 0.36 -2.47
H -1.26 1.55 1.90
O -1.13 -0.61 0.36
H 0.55 1.45 2.39
H 0.02 1.93 0.99


Entry 4:
130
Properties=species:S:1:pos:R:3 method="wB97M-V/def2-TZVPD" charge=0 homo_energy_ev=-10.817 orbital_gap_ev=11.329 smiles="CCOC(=O)C(F)(F)F.CCOC(=O)C(F)(F)F.CCOC(=O)C(F)(F)F.CCOC(=O)C(F)(F)F.CCOC(=O)C(F)(F)F.CCOC(=O)OC.CCOC(=O)OC.CCOC(=O)OC.CCOC(=O)OC" e_lumo_ev=0.512 multiplicity=1
H -0.11 -14.30 0.41
O 0.83 -11.75 -2.17
H -1.67 -14.74 -1.77
O 2.41 -6.25 -1.17
H 1.13 -11.05 3.95
C 0.79 -10.53 1.84
H 10.64 -8.49 -3.42
O 6.62 -8.21 1.16
O 6.04 -11.55 2.20
O 2.92 -4.71 0.23
C 7.71 -8.96 0.97
H 5.12 -7.14 0.29
H 4.82 -4.19 0.89
H 8.70 -14.15 -0.94
H 12.17 -10.60 -3.41
O 5.69 -8.94 -3.41
C 10.96 -7.77 -1.03
F 8.70 -10.61 2.37
F 9.67 -8.64 2.29
O 13.02 -13.11 0.10
F -2.94 -12.82 3.89
C 7.45 -7.24 -3.00
C 5.71 -8.04 0.10
H 10.65 -10.99 -4.14
H 7.03 -14.56 -1.14
C 8.49 -9.31 2.25
O 6.26 -13.53 1.20
H 4.12 -9.21 0.98
H 7.37 -6.55 -3.83
H 10.87 -11.42 -2.52
C 3.12 -12.26 -1.69
C 5.65 -12.65 1.98
H 12.80 -11.22 -0.81
F 14.66 -15.41 -1.13
F 3.49 -11.23 -2.42
O -0.80 -11.52 3.43
C 4.26 -13.16 2.48
H 7.96 -3.39 -1.24
H 2.36 -8.01 -5.22
C 11.10 -10.61 -3.21
F 14.37 -15.15 0.99
C 7.11 -8.66 -3.38
C 1.70 -8.40 -2.11
H 6.85 -6.92 -2.14
F 3.84 -14.28 1.91
H 3.27 -8.75 -6.46
F 13.10 -16.52 -0.02
O 9.19 -3.82 2.84
O 10.39 -6.85 -1.54
H 11.36 -12.32 -0.79
H 11.60 -11.94 1.82
C 1.60 -12.43 -1.55
H 12.83 -5.96 0.25
H 2.16 -9.73 -5.53
H -0.08 -15.56 -1.70
C 0.36 -10.67 3.28
H 1.23 -11.39 1.35
H 8.45 -7.13 -2.56
H -0.34 -14.25 -2.73
H 12.66 -10.63 1.37
C 11.81 -11.22 1.02
O 1.25 -13.42 -0.76
C -0.58 -12.80 3.71
C 5.04 -8.63 -4.52
H 1.35 -8.66 -1.11
H 10.79 -5.76 4.86
C 2.74 -7.25 -2.10
C 10.48 -9.32 -2.74
H 7.93 -15.24 0.22
O 7.94 -9.49 -0.08
H 8.22 -12.82 1.00
H 9.25 -4.53 -0.93
F 3.64 -13.35 -2.26
O 0.46 -13.38 3.60
C 12.23 -11.96 -0.25
O 3.87 -9.25 -4.48
H 11.64 -5.55 3.36
H 12.23 -6.55 1.72
H 1.43 -9.66 1.71
H 0.84 -7.98 -2.64
C 7.35 -13.11 0.39
C -0.11 -13.77 -0.54
O 4.40 -5.21 -1.38
C 11.96 -6.47 0.67
O 11.75 -14.53 -1.10
H 10.91 -3.25 3.81
H 3.85 -2.90 0.20
H -0.05 -9.73 3.65
C 12.74 -14.24 -0.49
O 5.38 -7.87 -5.38
F 3.33 -12.24 2.28
H 3.73 -7.72 -2.01
H 7.18 -12.19 -0.18
F 4.38 -13.34 3.80
H 11.11 -5.80 0.64
C 3.34 -5.36 -0.84
H 2.74 -6.77 -3.08
H -0.14 -10.41 1.27
H 10.96 -10.59 0.80
C 13.75 -15.38 -0.16
H 9.91 -6.10 3.50
C 7.79 -14.35 -0.37
C 2.90 -8.93 -5.45
H 1.93 -9.31 -2.65
C 10.68 -5.39 3.83
O 11.04 -9.01 -1.47
H 7.45 -9.37 -2.63
F 3.61 -12.14 -0.44
H 3.85 -9.08 -0.69
H 9.62 -2.86 -0.80
H 9.40 -9.42 -2.58
H -0.70 -12.86 -0.38
C 4.66 -9.14 0.03
C 9.62 -3.52 1.61
F -1.78 -13.72 5.47
C -1.86 -13.53 4.16
H 5.10 -10.14 -0.05
F 7.83 -8.84 3.32
C -0.59 -14.60 -1.73
H 7.48 -8.92 -4.37
C 3.81 -3.80 0.84
H 3.39 -3.39 1.75
O 11.70 -7.72 0.08
C 10.10 -3.97 3.92
H 6.28 -7.81 -0.80
O 8.61 -3.76 0.80
F -1.96 -14.70 3.57
H 9.58 -3.87 4.87
O 10.73 -3.17 1.30
C 8.82 -3.57 -0.61


Entry 5:
21
Properties=species:S:1:pos:R:3 method="wB97M-V/def2-TZVPD" charge=0 homo_energy_ev=-10.291 orbital_gap_ev=10.822 smiles="CCC(=O)NC.O.O" e_lumo_ev=0.531 multiplicity=1
H 0.27 2.99 -0.56
H 2.41 1.26 0.11
C 0.70 2.48 0.28
C 1.04 -1.94 0.61
O -2.87 -1.71 -0.34
H 2.60 -0.79 -0.39
O -3.03 1.43 -0.09
H -2.41 -2.17 0.38
H -2.17 -1.08 -0.60
H -2.19 1.07 -0.41
O -0.38 0.27 -0.89
H 1.66 -2.82 0.83
H 0.10 -2.42 0.32
C 1.57 -1.11 -0.56
H 0.95 -1.38 1.53
H 1.47 -1.59 -1.53
H -3.46 0.66 0.31
N 1.48 1.33 -0.25
H 0.04 2.19 1.09
C 0.79 0.21 -0.55
H 1.45 3.12 0.70


Entry 6:
50
Properties=species:S:1:pos:R:3 method="wB97M-V/def2-TZVPD" charge=0 homo_energy_ev=-7.689 orbital_gap_ev=8.214 smiles=C[C@H](CPCN)OCc1ccccc1.CO.CO.CO e_lumo_ev=0.524 multiplicity=1
C -2.53 0.90 -1.04
H 2.52 0.30 -0.72
H -5.39 -1.00 -2.96
H -1.83 2.94 -1.71
N 0.63 2.82 1.89
H 5.58 -2.28 0.19
C -3.47 0.42 -2.33
C -4.72 -0.65 -2.06
C -4.05 -0.68 0.79
H 1.47 -0.97 1.45
C 5.07 -1.41 -0.25
C -2.83 0.37 0.48
C -1.27 1.97 -1.30
P 0.62 0.13 1.00
C 0.05 3.30 5.57
H -0.43 2.36 5.84
H -5.82 -1.95 -0.27
H -0.82 2.29 -0.27
H 4.94 -2.20 -2.01
H -4.20 -1.05 1.90
H -0.40 4.89 4.56
H 1.62 1.94 -0.46
H -3.23 0.85 -3.42
O -0.34 1.57 -2.34
C 0.62 0.54 -1.98
O -0.85 4.06 4.79
C -4.96 -1.17 -0.50
H -2.18 0.74 1.39
H -0.36 -5.37 -3.57
H 5.81 -0.66 -0.55
C 0.69 1.40 2.43
H 0.07 3.36 2.59
H -1.11 -1.06 -2.43
H -0.08 -4.75 -1.92
H 1.64 1.22 3.13
H 1.07 -5.91 -2.65
H 1.61 3.18 1.80
H 0.29 3.85 6.48
C 0.03 -1.02 -2.15
H -0.24 1.17 3.13
O 4.32 -1.82 -1.37
C 1.46 0.77 -0.59
H 0.95 3.10 5.00
H 1.82 -3.75 -2.73
O 1.15 -4.00 -3.39
H 0.60 -1.58 -3.04
H 0.21 -1.69 -1.20
H 4.40 -0.98 0.49
C 0.40 -5.07 -2.85
H 1.45 0.58 -2.84


Entry 7:
10
Properties=species:S:1:pos:R:3 method="wB97M-V/def2-TZVPD" charge=0 homo_energy_ev=-9.390 orbital_gap_ev=10.076 smiles="[H]/N=C/N.O" e_lumo_ev=0.686 multiplicity=1
H -1.51 0.79 -0.52
H 1.89 1.11 1.57
H -0.21 -1.51 -1.73
C 0.30 1.12 0.45
N -0.99 0.68 0.33
H 0.36 -2.37 -0.74
N 0.89 0.95 1.56
O -0.20 -2.44 -1.54
H 0.79 1.66 -0.36
H -1.33 0.01 0.99


Entry 8:
11
Properties=species:S:1:pos:R:3 method="wB97M-V/def2-TZVPD" charge=-1 homo_energy_ev=-4.564 orbital_gap_ev=8.951 e_lumo_ev=4.387 multiplicity=1
H -0.80 1.62 1.23
H -0.94 -0.16 0.73
N -0.34 0.78 0.92
N 0.72 2.43 -0.38
H 0.45 -2.66 -0.12
O -0.83 -2.05 -1.44
C 0.56 1.14 -0.12
C -0.49 -2.10 -0.19
O -0.92 -1.65 0.91
H 1.47 2.33 -1.09
H 1.13 0.33 -0.46


Entry 9:
15
Properties=species:S:1:pos:R:3 method="wB97M-V/def2-TZVPD" charge=+1 homo_energy_ev=-14.857 orbital_gap_ev=11.103 smiles="C=C([NH3+])CC" e_lumo_ev=-3.753 multiplicity=1
H 1.69 1.14 -0.07
C -1.63 -0.14 1.07
H -0.17 -0.48 -1.73
C -0.55 -0.30 0.32
C -0.24 0.33 -0.99
H -2.54 0.29 0.67
H 1.70 0.79 -1.77
C 1.06 1.15 -0.97
H -1.02 0.92 -1.45
H 0.99 -1.62 0.08
H -1.85 -0.50 2.07
H 1.16 -0.65 1.43
H 0.11 -1.95 1.45
H 0.80 2.21 -0.99
N 0.50 -1.20 0.87


Entry 10:
65
Properties=species:S:1:pos:R:3 method="wB97M-V/def2-TZVPD" charge=0 homo_energy_ev=-5.423 orbital_gap_ev=5.616 e_lumo_ev=0.193 multiplicity=1
H 1.33 -0.91 5.32
C 3.09 0.17 0.05
H 1.69 3.18 -1.91
H 1.96 -0.29 -4.15
H -1.41 1.75 4.67
H 2.87 1.33 0.39
H 0.64 -3.50 3.63
N -0.75 0.60 3.11
C -4.01 1.23 -0.77
H -3.54 2.01 -0.20
H 2.46 -3.18 -1.32
H 2.82 -2.38 -2.92
C -5.92 0.01 -1.62
H 5.02 0.80 -0.52
C -0.71 1.20 -4.04
H -1.66 2.39 2.64
N -1.87 0.20 -1.05
C -1.19 1.55 2.10
H 4.47 -0.69 -1.45
O 2.11 -0.47 -0.46
Si 0.38 -2.26 -2.38
P 0.60 1.21 -2.79
C 4.43 -0.11 -0.48
C 0.34 -1.20 5.01
N 0.34 -1.45 3.59
C -5.37 1.08 -0.89
C 2.06 0.74 -3.80
H -1.63 1.66 -3.64
H 4.15 1.28 1.49
C 2.10 -3.01 -2.35
H -1.69 -0.58 5.36
Zr -0.12 -0.57 -0.62
H 2.32 1.82 1.58
H -2.99 -1.52 -2.55
H 2.98 0.83 -3.21
C -0.21 -0.54 2.70
H 1.92 -3.98 -2.87
H -0.35 1.95 1.51
C -3.19 0.22 -1.33
C -0.60 1.06 4.48
O -0.17 -0.84 1.44
C 1.03 -2.62 3.14
H -5.48 -1.75 -2.82
H -0.01 3.50 -2.30
C 0.90 3.02 -2.65
C -3.71 -0.82 -2.15
H -0.49 0.16 6.41
H -0.95 0.17 -4.36
H -6.99 -0.10 -1.73
H -1.95 1.13 1.42
H 4.88 -0.77 0.28
H -0.58 -3.28 -1.79
C 3.10 0.91 1.44
H 2.89 0.11 2.18
H 1.19 3.43 -3.60
H 2.10 -2.55 3.33
H 0.09 -2.15 5.50
H 0.07 -1.89 -3.80
H 2.13 1.41 -4.66
H 0.37 1.57 4.60
C -5.07 -0.93 -2.24
C -0.68 -0.15 5.38
H 0.89 -2.77 2.02
H -6.04 1.79 -0.42
H -0.40 1.78 -4.94


Entry 11:
97
Properties=species:S:1:pos:R:3 method="wB97M-V/def2-TZVPD" charge=0 homo_energy_ev=-8.346 orbital_gap_ev=8.170 smiles="COC[C@H](C)N.NC(N)=O.NC(N)=O.NC(N)=O.NC(N)=O.NC(N)=O.NC(N)=O.NC(N)=O.NC(N)=O.NC(N)=O.NC(N)=O" e_lumo_ev=-0.175 multiplicity=1
H 5.20 -1.69 1.94
H -5.05 6.78 -3.81
H 3.11 0.24 4.69
H -0.85 3.86 -1.97
C -3.87 -3.43 2.98
H 1.32 1.71 0.24
C -2.97 5.97 -2.01
C 4.83 2.10 -0.57
C -0.20 -4.41 3.87
H -2.37 3.14 -2.18
N -5.49 0.66 -0.29
C -0.23 0.98 -3.88
H -0.39 -4.25 -1.49
H -3.79 -4.49 1.21
N -1.25 -4.60 4.71
H -0.07 0.74 -1.85
H -1.02 -4.56 5.69
H 4.49 1.76 1.35
H 1.19 -2.06 0.09
H 0.32 -5.71 -2.24
C 1.82 3.72 0.42
O 1.42 -3.99 0.13
H -4.06 -1.60 2.34
H -3.46 6.76 -1.43
C 4.60 -2.23 -1.18
N -1.57 1.08 -3.64
C 3.87 -0.68 3.08
N 1.78 -6.20 -0.35
N -1.17 -1.62 0.34
N 3.96 -3.16 -0.46
N -4.18 -2.14 3.19
C -0.25 -0.66 0.14
H -4.31 4.99 0.04
H 0.21 -4.16 1.91
H -0.87 -2.43 0.87
N 4.72 1.64 -1.80
H 5.47 -1.88 3.65
N -0.52 -4.37 2.56
H -4.14 -2.82 1.14
H 4.34 -0.85 5.10
H 3.00 -2.97 -0.23
H -1.50 -4.40 2.34
H -1.51 2.96 -0.73
N 1.41 2.49 0.86
H -4.52 5.61 -4.91
C -1.80 3.72 -1.45
H -3.37 6.90 -4.23
H 1.47 -7.01 -0.86
H -2.00 6.41 -2.27
H 4.86 2.25 -2.58
O -3.89 -4.30 3.86
H -4.24 4.23 -1.34
O 4.16 -1.11 -1.48
H -2.17 -1.47 0.34
C -2.59 4.93 -0.92
H 2.50 -6.24 0.36
O 0.93 -4.28 4.35
C -4.29 0.26 0.19
N 3.96 -0.23 4.40
H 1.40 4.78 -1.30
O 0.27 0.99 -4.99
N 0.47 0.89 -2.70
H -4.46 -1.85 4.10
O 3.05 -0.30 2.27
H 4.01 0.46 0.12
C -4.17 6.18 -4.05
H 6.29 -3.39 -1.21
N -3.73 -3.59 1.65
H -5.55 1.59 -0.66
H 1.36 0.44 -2.86
C 1.16 -5.02 -0.52
H 1.66 3.09 -1.56
N 5.89 -2.51 -1.45
N -3.80 4.22 -0.41
H -2.21 -4.68 4.37
H -2.11 1.01 -4.49
O -4.13 -0.96 0.42
H 4.34 -4.01 -0.07
H -2.46 0.98 0.48
N 1.00 -1.09 0.32
N 1.62 3.87 -0.93
H 1.75 -0.46 0.55
H -6.11 -0.08 -0.56
O -0.64 0.51 -0.05
H -3.67 2.23 0.13
N 4.47 1.29 0.46
N 4.94 -1.50 2.89
H 1.19 2.50 1.84
O 1.95 4.73 1.10
H 4.59 0.63 -1.86
H -2.05 5.42 -0.10
N -3.40 1.26 0.22
O -3.79 5.35 -2.99
H -1.94 0.69 -2.80
N 0.23 -5.05 -1.49
O 5.15 3.27 -0.32
H 6.42 -1.72 -1.79


Entry 12:
22
Properties=species:S:1:pos:R:3 method="wB97M-V/def2-TZVPD" charge=0 homo_energy_ev=-9.304 orbital_gap_ev=9.056 smiles=ClC(Cl)(Cl)Cl.ClC(Cl)(Cl)Cl.Fc1ccccc1 e_lumo_ev=-0.248 multiplicity=1
H -0.91 -0.09 -2.27
C -2.65 1.08 -2.52
Cl 0.56 -0.95 1.30
Cl 0.69 -3.73 2.24
C -2.92 2.79 -0.84
F -4.59 2.60 -2.53
C 0.48 -2.66 0.80
Cl 4.97 -3.09 1.51
C -3.39 2.15 -2.00
H -2.91 0.76 -3.51
H -1.16 2.97 0.49
Cl 6.30 -0.68 2.87
C -1.66 2.47 -0.33
C -1.52 0.72 -1.90
C 4.77 -1.65 2.62
Cl -1.15 -2.96 0.13
H 0.07 1.26 -0.62
Cl 4.16 -2.39 4.16
Cl 1.84 -2.96 -0.36
C -0.98 1.47 -0.82
Cl 3.45 -0.70 1.92
H -3.46 3.59 -0.34